Entry 1:
8
Properties=species:S:1:pos:R:3 method="wB97M-V/def2-TZVPD" homo_ev=-2.61 largest_force_ha_per_bohr=0.0890 relative_energy_kj_mol=309.4 total_charge=-1 total_energy_ev=-87078.1429
C 0.9823 1.3819 0.0054
C 1.1180 -0.0038 -0.0769
O 1.1575 2.4396 0.5202
O 0.8540 0.8136 -1.2333
S -3.7652 -0.7632 0.4577
Br 2.6789 -1.2497 -0.0998
H 0.2555 -0.6747 0.2376
H -3.2810 -1.9438 0.1891


Entry 2:
39
Properties=species:S:1:pos:R:3 method="wB97M-V/def2-TZVPD" homo_ev="-13.73 / -13.73" largest_force_ha_per_bohr=0.0602 relative_energy_kj_mol=166.3 total_charge=+2 total_energy_ev=-64273.6510
Pd 1.0964 0.0424 -0.2373
Cl -1.2486 1.4930 -4.6022
C -2.0492 1.0180 -3.1811
C -3.4359 0.9139 -3.1300
C -4.1080 0.5642 -1.9671
Cl -5.8045 0.5027 -1.9411
C -3.3718 0.2423 -0.7786
C -3.9583 -0.1468 0.4376
C -3.1600 -0.4555 1.5178
C -1.7718 -0.4167 1.3692
N -1.1999 -0.0466 0.2369
C -1.9603 0.3034 -0.8196
C -1.2461 0.7384 -2.0161
O 0.0028 0.8668 -2.0066
H -4.0114 1.1132 -4.0228
H -5.0309 -0.2068 0.5250
H -3.5911 -0.7478 2.4622
H -1.1161 -0.7089 2.1826
S 3.3996 0.7384 -0.5588
C 3.0391 1.7799 0.7973
C 3.9471 2.6488 1.3969
C 3.5046 3.4244 2.4589
C 2.1884 3.3150 2.8854
C 1.3418 2.4195 2.2322
N 1.7710 1.6768 1.2273
H 4.9603 2.7047 1.0311
H 4.1845 4.1065 2.9481
H 1.8173 3.9104 3.7051
H 0.3066 2.3014 2.5263
C 1.7200 -4.3463 0.3975
C 1.4996 -2.9531 -0.0555
C 1.4151 -2.7092 -1.5343
O 1.3546 -2.0282 0.7390
H 1.1446 -5.0458 -0.2059
H 1.4762 -4.4509 1.4519
H 2.7719 -4.6108 0.2729
H 2.1430 -3.3019 -2.0895
H 1.5561 -1.6258 -1.7733
H 0.4233 -3.0228 -1.8814